1.
{
  "formula": "C6H13N2OS",
  "method": "ωB97M-V/def2-TZVPD",
  "orbital_gap_ev": 9.31,
  "mol_weight_g_mol": 161.3,
  "lumo_energy_ev": -3.56,
  "relative_energy_kcal_mol": 12.16,
  "charge": 1,
  "elements": ["C", "C", "C", "C", "C", "C", "N", "N", "O", "S", "H", "H", "H", "H", "H", "H", "H", "H", "H", "H", "H", "H", "H"],
  "positions_angstrom": [[0.557, 0.639, 0.331], [1.736, 2.147, -1.607], [-0.145, -1.561, -0.552], [0.250, -1.581, -1.815], [-0.981, 1.823, 1.847], [-0.725, -2.770, 0.155], [-0.185, -0.440, 0.298], [0.239, 1.679, 1.080], [-1.628, -2.317, 1.147], [2.081, 0.697, -0.564], [1.048, 1.864, -2.397], [1.340, 2.974, -1.026], [0.658, -0.731, -2.328], [2.690, 2.437, -2.038], [0.175, -2.485, -2.389], [-0.906, 2.720, 2.455], [-1.846, 1.920, 1.186], [-1.134, 0.969, 2.508], [0.097, -3.336, 0.619], [-1.223, -3.418, -0.573], [-0.914, -0.590, 1.005], [0.912, 2.431, 1.135], [-2.095, -3.069, 1.524]]
}

2.
{
  "formula": "C6H13N2S",
  "method": "ωB97M-V/def2-TZVPD",
  "orbital_gap_ev": 9.96,
  "smiles": "SN1CC[C@H]2CC[NH2+][C@H]21",
  "mol_weight_g_mol": 145.3,
  "lumo_energy_ev": -3.12,
  "relative_energy_kcal_mol": 64.59,
  "charge": 1,
  "elements": ["S", "N", "C", "C", "C", "C", "C", "N", "C", "H", "H", "H", "H", "H", "H", "H", "H", "H", "H", "H", "H", "H"],
  "positions_angstrom": [[3.116, 0.566, 0.134], [1.523, -0.015, 0.404], [1.414, -1.506, 0.435], [-0.014, -1.776, -0.021], [-0.590, -0.570, -0.880], [-1.927, 0.166, -0.746], [-1.652, 1.027, 0.566], [-0.282, 1.563, 0.236], [0.448, 0.512, -0.568], [3.303, 1.181, 1.459], [1.755, -1.720, 1.394], [2.093, -1.876, -0.311], [-0.214, -2.657, -0.464], [-0.764, -1.713, 0.743], [-0.413, -0.805, -1.869], [-2.736, -0.532, -0.531], [-2.035, 0.733, -1.556], [-2.496, 1.649, 0.779], [-1.469, 0.506, 1.538], [-0.268, 2.433, -0.353], [0.212, 1.698, 1.066], [0.994, 1.134, -1.454]]
}

3.
{
  "formula": "C6H13N2Si",
  "method": "ωB97M-V/def2-TZVPD",
  "orbital_gap_ev": 7.71,
  "mol_weight_g_mol": 141.3,
  "lumo_energy_ev": -4.70,
  "relative_energy_kcal_mol": 81.94,
  "charge": 1,
  "elements": ["C", "C", "C", "C", "C", "C", "N", "N", "Si", "H", "H", "H", "H", "H", "H", "H", "H", "H", "H", "H", "H", "H"],
  "positions_angstrom": [[-1.057, 0.142, -2.036], [-0.187, -0.857, -1.929], [-0.288, 0.180, 0.056], [0.167, -1.858, -2.950], [-1.877, 1.994, -0.422], [2.078, -0.270, 3.482], [-1.076, 0.784, -0.835], [0.245, -0.837, -0.605], [0.744, 0.740, 2.803], [-1.736, 0.419, -2.858], [1.057, -2.508, -2.923], [-0.576, -2.622, -3.265], [0.432, -1.350, -3.899], [-1.322, 2.792, -0.153], [-2.485, 2.264, -1.264], [-2.509, 1.689, 0.359], [1.829, -0.601, 4.499], [2.205, -1.126, 2.947], [3.131, 0.020, 3.721], [0.780, -1.571, -0.127], [-0.552, 0.708, 3.538], [0.999, 1.868, 1.861]]
}

4.
{
  "formula": "C6H13N3",
  "method": "ωB97M-V/def2-TZVPD",
  "orbital_gap_ev": [5.58, 8.61],
  "mol_weight_g_mol": 127.2,
  "lumo_energy_ev": [-0.35, 0.82],
  "relative_energy_kcal_mol": 121.53,
  "elements": ["C", "C", "C", "N", "C", "N", "C", "C", "N", "H", "H", "H", "H", "H", "H", "H", "H", "H", "H", "H", "H", "H"],
  "positions_angstrom": [[0.880, 0.748, -1.495], [-1.239, 0.670, 0.944], [-1.736, -1.104, -0.651], [-0.713, -0.305, 0.005], [1.577, 0.213, -0.369], [0.856, 2.073, -1.766], [0.571, -1.028, 0.437], [0.765, -1.388, 1.790], [2.539, 0.717, 0.263], [0.599, 0.093, -2.308], [1.159, 2.698, -1.034], [0.314, 2.429, -2.536], [2.535, 0.312, 1.213], [0.646, -1.896, -0.222], [-1.278, -1.752, -1.400], [-0.419, 1.256, 1.360], [-1.912, 1.347, 0.413], [-1.779, 0.197, 1.770], [-2.453, -0.442, -1.142], [-2.269, -1.743, 0.064], [0.574, -0.670, 2.576], [0.784, -2.426, 2.086]]
}

5.
{
  "formula": "C6H13N3",
  "method": "ωB97M-V/def2-TZVPD",
  "orbital_gap_ev": 9.46,
  "smiles": "C[C@H]1CCCN=CN1N",
  "mol_weight_g_mol": 127.2,
  "lumo_energy_ev": 0.92,
  "relative_energy_kcal_mol": 93.65,
  "elements": ["C", "C", "C", "C", "C", "N", "C", "N", "N", "H", "H", "H", "H", "H", "H", "H", "H", "H", "H", "H", "H", "H"],
  "positions_angstrom": [[-0.565, 1.355, 1.449], [-0.718, 1.044, -0.009], [0.460, 1.460, -0.845], [1.581, 0.285, -0.920], [1.972, -0.454, 0.328], [0.987, -1.552, 0.542], [-0.245, -1.446, 0.345], [-0.984, -0.361, -0.277], [-2.292, -0.673, -0.684], [0.577, 1.125, 1.958], [-1.257, 0.626, 2.143], [-0.974, 2.482, 1.654], [-1.734, 1.638, -0.153], [1.041, 2.333, -0.419], [0.057, 1.765, -1.865], [2.504, 0.727, -1.506], [1.279, -0.445, -1.727], [2.452, 0.071, 1.191], [2.906, -1.018, 0.141], [-0.766, -2.358, 0.572], [-2.265, -1.385, -1.398], [-2.712, -0.923, 0.254]]
}

6.
{
  "formula": "C6H13N3",
  "method": "ωB97M-V/def2-TZVPD",
  "orbital_gap_ev": 9.03,
  "smiles": "C=C(C)C.CNN=C=N",
  "mol_weight_g_mol": 127.2,
  "lumo_energy_ev": 0.55,
  "relative_energy_kcal_mol": 97.98,
  "elements": ["C", "C", "C", "C", "H", "H", "H", "H", "H", "H", "H", "H", "C", "N", "N", "C", "N", "H", "H", "H", "H", "H"],
  "positions_angstrom": [[-1.332, -0.625, -0.615], [-0.985, 0.207, 0.442], [-1.494, 1.621, 0.485], [-0.579, -0.382, 1.764], [-2.092, -0.273, -1.304], [-1.392, -1.691, -0.420], [-2.378, 1.681, 1.125], [-1.773, 1.983, -0.508], [-0.747, 2.301, 0.898], [-1.405, -0.298, 2.479], [-0.304, -1.433, 1.689], [0.262, 0.150, 2.214], [1.691, -1.563, -1.427], [0.956, -0.435, -2.012], [1.173, 0.725, -1.397], [1.370, 0.973, -0.186], [2.015, 1.558, 0.688], [2.766, -1.363, -1.464], [1.413, -1.718, -0.375], [1.468, -2.452, -2.009], [-0.221, -0.644, -1.662], [1.588, 1.680, 1.595]]
}

7.
{
  "formula": "C6H13N3",
  "method": "ωB97M-V/def2-TZVPD",
  "orbital_gap_ev": 9.10,
  "smiles": "[H]/N=C(N)/C(C)=C(\\N)CC",
  "mol_weight_g_mol": 127.2,
  "lumo_energy_ev": 0.94,
  "relative_energy_kcal_mol": 34.56,
  "elements": ["H", "N", "C", "N", "C", "C", "C", "N", "C", "C", "H", "H", "H", "H", "H", "H", "H", "H", "H", "H", "H", "H"],
  "positions_angstrom": [[3.791, 0.397, 0.961], [2.808, 0.676, 0.914], [2.077, -0.051, 0.171], [2.531, -1.196, -0.461], [0.478, 0.494, -0.059], [0.340, 1.932, 0.290], [-0.322, -0.427, -0.511], [-0.230, -1.765, -0.766], [-1.908, 0.200, -0.543], [-2.644, -0.119, 0.749], [2.109, -1.448, -1.339], [3.528, -1.375, -0.428], [-0.460, 2.088, 1.011], [1.284, 2.254, 0.732], [0.146, 2.533, -0.600], [0.328, -2.298, -0.115], [-1.063, -2.229, -1.095], [-1.927, 1.264, -0.763], [-2.363, -0.315, -1.391], [-2.627, -1.190, 0.958], [-3.691, 0.183, 0.692], [-2.184, 0.394, 1.593]]
}

8.
{
  "formula": "C6H13N3",
  "method": "ωB97M-V/def2-TZVPD",
  "orbital_gap_ev": 9.14,
  "smiles": "C=CC(N)(C=C)NNC",
  "mol_weight_g_mol": 127.2,
  "lumo_energy_ev": 0.96,
  "relative_energy_kcal_mol": 80.63,
  "elements": ["C", "C", "C", "N", "C", "C", "N", "N", "C", "H", "H", "H", "H", "H", "H", "H", "H", "H", "H", "H", "H", "H"],
  "positions_angstrom": [[0.479, 2.050, 0.756], [-0.386, 1.061, 0.920], [-0.975, 0.108, -0.270], [-2.407, -0.044, -0.080], [-0.722, 0.632, -1.647], [0.269, 0.258, -2.444], [-0.162, -1.087, -0.025], [0.508, -0.964, 1.227], [1.938, -1.192, 1.046], [1.108, 2.099, -0.121], [0.582, 2.843, 1.482], [-1.033, 1.020, 1.786], [-2.638, -0.316, 0.871], [-2.801, -0.722, -0.725], [-1.441, 1.381, -1.956], [0.970, -0.506, -2.147], [0.355, 0.635, -3.450], [-0.676, -1.952, -0.161], [0.144, -1.584, 1.948], [2.307, -0.460, 0.336], [2.151, -2.188, 0.646], [2.429, -1.071, 2.007]]
}

9.
{
  "formula": "C6H13N3O",
  "method": "ωB97M-V/def2-TZVPD",
  "orbital_gap_ev": 8.40,
  "smiles": "C=CC(=C)N.CNC(N)=O",
  "mol_weight_g_mol": 143.2,
  "lumo_energy_ev": 0.90,
  "relative_energy_kcal_mol": 76.80,
  "elements": ["C", "C", "C", "C", "N", "H", "H", "H", "H", "H", "H", "H", "C", "N", "C", "N", "O", "H", "H", "H", "H", "H", "H"],
  "positions_angstrom": [[-1.859, -0.880, -1.285], [-1.173, 0.094, -0.659], [-0.973, 0.143, 1.022], [-0.930, -0.993, 1.736], [-0.954, 1.388, 1.618], [-2.626, -0.624, -1.999], [-1.718, -1.924, -1.057], [-1.361, 1.123, -0.943], [-0.881, -0.994, 2.817], [-1.020, -1.957, 1.263], [-1.163, 2.186, 1.040], [-1.231, 1.450, 2.587], [1.430, -1.199, -1.119], [0.840, 0.130, -1.280], [1.269, 1.234, -0.465], [2.036, 0.918, 0.628], [0.992, 2.361, -0.815], [1.023, -1.671, -0.223], [1.158, -1.805, -1.979], [2.512, -1.135, -1.013], [0.706, 0.413, -2.246], [1.818, 0.051, 1.098], [2.105, 1.693, 1.272]]
}

10.
{
  "formula": "C6H13N3O2",
  "method": "ωB97M-V/def2-TZVPD",
  "orbital_gap_ev": 9.93,
  "smiles": "C=NOC1CC1.N/N=C\\CO",
  "mol_weight_g_mol": 159.2,
  "lumo_energy_ev": 0.87,
  "relative_energy_kcal_mol": 115.38,
  "elements": ["C", "N", "O", "C", "C", "C", "H", "H", "H", "H", "H", "H", "H", "N", "N", "C", "C", "O", "H", "H", "H", "H", "H", "H"],
  "positions_angstrom": [[-3.264, 2.309, -0.622], [-2.733, 1.197, -0.934], [-3.039, 0.264, 0.054], [-2.356, -0.929, -0.181], [-2.052, -1.736, 1.036], [-0.947, -0.980, 0.333], [-3.845, 2.369, 0.301], [-3.168, 3.186, -1.254], [-2.600, -1.415, -1.162], [-2.354, -1.295, 1.997], [-2.117, -2.820, 1.035], [-0.187, -1.559, -0.239], [-0.563, -0.048, 0.809], [2.935, 1.515, 1.182], [3.425, 1.424, -0.146], [3.050, 0.375, -0.772], [2.041, -0.652, -0.340], [1.968, -1.785, -1.160], [3.356, 2.324, 1.603], [3.117, 0.700, 1.762], [3.439, 0.278, -1.808], [2.208, -0.932, 0.721], [1.074, -0.142, -0.330], [2.614, -1.650, -1.886]]
}